# C5H13NO2

A cluster of 2 separate species, C5H13NO2 in total in a non-equilibrium geometry (the ωB97M-V functional and the def2-TZVPD basis, the Open Molecules 2025 dataset).

Last column: Mulliken charge in e.
Cartesian coordinates (Å):
C (1.623, 0.937, -0.449)  -1.35
C (0.339, 1.107, 0.296)  0.70
C (-0.485, 2.294, -0.214)  -1.68
C (-0.573, -0.114, 0.365)  -0.49
C (0.006, -1.487, 0.790)  0.38
N (0.958, -1.510, 1.751)  -0.36
O (-0.545, -2.503, 0.404)  -0.68
H (1.529, 0.963, -1.535)  0.34
H (2.325, 1.747, -0.219)  0.37
H (2.166, 0.029, -0.173)  0.35
H (0.591, 1.394, 1.329)  0.21
H (-1.500, 2.404, 0.164)  0.38
H (-0.624, 2.203, -1.295)  0.38
H (0.047, 3.223, 0.004)  0.41
H (-1.407, 0.002, 1.052)  0.31
H (-0.869, -0.351, -0.661)  0.25
H (1.431, -2.370, 2.029)  0.24
H (1.485, -0.703, 2.027)  0.21
O (-2.053, -2.159, -2.142)  -0.66
H (-2.924, -2.574, -2.107)  0.30
H (-1.522, -2.532, -1.416)  0.38

Values from the calculation:
largest force on an atom: 2.126 eV/A
charge: 0
total energy: -403.567889 Eh
Kohn-Sham gap: 10.67 eV
E_HOMO: -9.8804 eV
SMILES string: CC(C)CC(N)=O.O
lowest unoccupied orbital energy: 0.791 eV